Arrangement a

Computed, not measured: a 2-piece molecular cluster, C2H11N2O overall, with ωB97M-V with the def2-TZVPD basis set.

Results
- Net charge: +1
- Frontier orbital gap: 0.3881 hartree
- HOMO energy: -13.8 eV
- Lowest unoccupied orbital energy: -3.1936 eV

Each line ends with the natural charge from an NBO analysis.
Cartesian coordinates (Å):
H  -1.788  -0.424  -0.007  0.458
H  0.132  -1.490  1.315  0.237
H  2.586  -0.303  -0.720  0.389
H  1.922  0.477  1.848  0.227
C  1.396  0.166  0.953  -0.247
N  -0.810  -0.150  0.013  -0.669
O  -2.513  0.785  -1.927  -0.989
C  0.021  -0.411  1.230  -0.231
H  2.736  -1.373  0.533  0.390
H  -0.776  0.831  -0.254  0.443
H  -0.476  0.017  2.095  0.233
H  -3.422  1.080  -2.054  0.502
H  -0.380  -0.658  -0.778  0.448
N  2.115  -0.726  0.063  -0.875
H  -2.035  1.070  -2.719  0.492
H  1.293  1.109  0.410  0.192

=====

Arrangement b

Computed, not measured: a 2-piece molecular cluster, C2H11N2O overall, with ωB97M-V with the def2-TZVPD basis set.

Results
- Net charge: +1
- Frontier orbital gap: 0.4293 hartree
- HOMO energy: -14.7 eV
- Lowest unoccupied orbital energy: -3.0562 eV

Each line ends with the natural charge from an NBO analysis.
Cartesian coordinates (Å):
C  -1.798  -1.234  -0.409  -0.438
H  1.562  -0.014  -1.281  0.400
H  1.498  -1.294  -0.080  0.412
H  -2.771  -1.487  -0.002  0.250
C  1.713  0.530  0.611  0.092
H  -1.203  -1.909  0.177  0.221
N  1.203  -0.373  -0.404  -0.867
H  -1.821  0.598  0.727  0.436
N  -1.367  0.182  -0.089  -0.723
H  1.508  0.189  1.610  0.185
H  -1.497  -1.437  -1.464  0.242
H  2.709  0.667  0.460  0.178
H  -1.830  0.685  -0.838  0.419
H  1.421  2.670  0.638  0.506
H  -0.273  0.366  -0.227  0.482
O  0.946  1.862  0.569  -0.794

=====

Arrangement c

Computed, not measured: a 2-piece molecular cluster, C2H11N2O overall, with ωB97M-V with the def2-TZVPD basis set.

Results
- Net charge: +1
- Frontier orbital gap: 0.3697 hartree
- HOMO energy: -13.4 eV
- Lowest unoccupied orbital energy: -3.3463 eV

Each line ends with the natural charge from an NBO analysis.
Cartesian coordinates (Å):
H  2.394  -0.346  -0.354  0.200
N  -0.318  0.784  0.472  -0.677
H  1.874  -2.511  -1.317  0.382
H  -2.926  2.991  0.641  0.506
H  -1.334  0.909  0.387  0.478
H  -0.113  0.514  1.434  0.428
H  0.385  0.302  -1.444  0.225
C  1.526  -0.933  -0.009  -0.238
H  0.144  1.687  0.375  0.434
O  -2.742  2.178  0.127  -0.979
N  1.444  -2.309  -0.424  -0.842
C  0.252  -0.219  -0.502  -0.243
H  -3.555  1.711  0.015  0.497
H  1.602  -0.798  1.083  0.194
H  -0.492  -0.995  -0.710  0.246
H  1.859  -2.965  0.226  0.389

=====

It is arrangement a that is the most stable of them.

=====

Arrangement a

Computed, not measured: a 2-piece molecular cluster, H4S2Si overall, with ωB97M-V with the def2-TZVPD basis set.

Results
- Net charge: 0
- Frontier orbital gap (alpha / beta): 0.2426 / 0.3386 hartree
- HOMO energy (alpha / beta): -7.3 / -9.8 eV
- Lowest unoccupied orbital energy (alpha / beta): -0.6634 / -0.5591 eV

Each line ends with the natural charge from an NBO analysis.
Cartesian coordinates (Å):
S  0.306  -2.400  0.247  -0.450
H  -0.014  -0.606  -1.734  -0.176
Si  -0.556  -0.587  -0.458  0.767
S  -2.507  -0.149  0.270  -0.374
H  1.423  0.896  1.393  -0.110
H  1.544  -1.943  0.429  0.173
H  -2.857  0.638  -0.784  0.170

=====

Arrangement b

Computed, not measured: a single H4S2Si molecule, with ωB97M-V with the def2-TZVPD basis set.

Results
- Net charge: 0
- Frontier orbital gap: 0.3155 hartree
- HOMO energy: -8.2 eV
- Lowest unoccupied orbital energy: 0.3915 eV
- SMILES string: [SiH3]SS

Each line ends with the natural charge from an NBO analysis.
Cartesian coordinates (Å):
Si  0.231  1.151  0.489  0.776
H  1.664  1.263  0.003  -0.143
H  -0.300  -2.881  -1.058  0.148
S  -0.561  -1.971  -0.083  -0.155
S  -0.571  -0.199  -1.035  -0.351
H  -0.320  2.409  0.179  -0.146
H  -0.143  0.227  1.504  -0.130

=====

It is arrangement b that is the most stable of them.

=====

Arrangement a

Computed, not measured: a 2-piece molecular cluster, C2H7N2O2 overall, with ωB97M-V with the def2-TZVPD basis set.

Results
- Net charge: -1
- Frontier orbital gap: 0.2723 hartree
- HOMO energy: -3.9 eV
- Lowest unoccupied orbital energy: 3.5526 eV

Each line ends with the natural charge from an NBO analysis.
Cartesian coordinates (Å):
N  0.512  0.264  -0.840  -0.858
H  0.686  -1.581  -1.651  0.169
C  -3.086  1.445  1.547  0.624
H  2.874  -1.906  -0.355  0.332
C  1.341  -0.867  -1.128  -0.043
H  -4.120  1.768  1.857  -0.024
O  -2.299  1.158  2.474  -0.789
O  -2.924  1.410  0.304  -0.805
H  2.526  -0.644  0.519  0.344
N  2.069  -1.394  0.026  -0.831
H  2.012  -0.647  -1.977  0.118
H  0.875  0.875  -0.133  0.356
H  -0.466  0.119  -0.643  0.407

=====

Arrangement b

Computed, not measured: C2H7N2O2 as an isolated structure, with ωB97M-V with the def2-TZVPD basis set.

Results
- Net charge: -1
- Frontier orbital gap: 0.3057 hartree
- HOMO energy: -3.9 eV
- Lowest unoccupied orbital energy: 4.3826 eV

Each line ends with the natural charge from an NBO analysis.
Cartesian coordinates (Å):
H  0.159  -1.047  0.138  0.480
C  0.154  0.695  -1.795  0.141
N  -0.434  1.941  -1.285  -0.888
O  0.066  -0.369  -0.974  -0.942
H  1.118  -2.179  1.242  0.345
H  1.194  0.942  -2.033  0.089
C  -0.084  -1.078  2.308  0.518
H  -0.338  0.491  -2.765  0.090
H  -1.092  -0.621  2.242  0.071
O  0.539  -1.062  3.371  -0.709
N  0.277  -1.622  1.146  -0.870
H  -1.445  1.844  -1.254  0.333
H  -0.113  2.065  -0.340  0.342

=====

It is arrangement a that is the most stable of them.

=====

Arrangement a

Computed, not measured: a single C3H3ClN2O2 molecule, with ωB97M-V with the def2-TZVPD basis set.

Results
- Net charge: 0
- Frontier orbital gap (alpha / beta): 0.3570 / 0.3570 hartree
- HOMO energy (alpha / beta): -9.4 / -9.4 eV
- Lowest unoccupied orbital energy (alpha / beta): 0.2792 / 0.2790 eV
- SMILES string: Cc1no[n+]([O-])c1Cl

Each line ends with the natural charge from an NBO analysis.
Cartesian coordinates (Å):
N  1.442  1.582  1.091  -0.090
C  -0.382  2.555  0.281  0.003
C  0.043  -0.029  -0.076  -0.642
C  0.375  1.333  0.420  0.125
O  1.567  2.868  1.325  -0.157
N  0.375  3.545  0.726  0.340
H  -1.096  -0.137  -0.249  0.244
O  0.253  4.745  0.897  -0.392
H  0.554  0.051  -1.183  0.240
Cl  -1.978  2.607  -0.394  0.080
H  0.490  -0.714  0.596  0.248

=====

Arrangement b

Computed, not measured: a single C3H3ClN2O2 molecule, with ωB97M-V with the def2-TZVPD basis set.

Results
- Net charge: 0
- Frontier orbital gap: 0.3575 hartree
- HOMO energy: -9.2 eV
- Lowest unoccupied orbital energy: 0.4940 eV
- SMILES string: [H]/N=c1\c(Cl)con1O

Each line ends with the natural charge from an NBO analysis.
Cartesian coordinates (Å):
N  1.018  -0.650  0.039  0.126
C  -0.299  1.110  -0.003  -0.222
O  1.033  -2.012  0.228  -0.496
H  -1.493  -0.437  -1.972  0.369
N  -0.688  -0.877  -1.529  -0.718
H  0.376  1.887  1.874  0.222
O  1.121  0.015  1.316  -0.288
C  0.399  1.089  1.148  0.177
C  -0.078  -0.160  -0.645  0.319
Cl  -1.462  2.284  -0.546  0.035
H  0.073  -2.247  0.090  0.477

=====

It is arrangement b that is the most stable of them.

=====

Arrangement a

Computed, not measured: a 2-piece molecular cluster, C6H8N2O2 overall, with ωB97M-V with the def2-TZVPD basis set.

Results
- Net charge: 0
- Frontier orbital gap (alpha / beta): 0.3021 / 0.3020 hartree
- HOMO energy (alpha / beta): -8.7 / -8.7 eV
- Lowest unoccupied orbital energy (alpha / beta): -0.5105 / -0.5126 eV
- SMILES string: N=C=C=[N+]([O-])O.C=C=CC

Each line ends with the natural charge from an NBO analysis.
Cartesian coordinates (Å):
H  0.034  2.055  -0.146  0.223
H  -0.813  -2.033  1.738  0.229
O  2.017  -1.768  0.468  -0.410
O  2.414  0.036  -0.941  -0.601
C  -1.037  1.098  1.380  -0.263
H  -1.476  -2.162  0.061  0.233
H  1.031  1.716  1.268  0.213
C  -0.206  -0.812  -2.017  0.415
H  -1.861  1.581  1.880  0.217
N  1.531  -1.101  -0.453  0.384
C  0.427  -1.242  -1.036  -0.091
C  -1.161  -0.173  0.938  0.070
C  0.079  2.047  0.927  -0.632
N  -1.154  -0.850  -2.774  -0.603
H  3.103  0.262  -0.226  0.488
H  -1.474  -0.125  -3.397  0.401
C  -1.260  -1.489  0.894  -0.487
H  -0.194  2.960  1.437  0.216

=====

Arrangement b

Computed, not measured: a single C6H8N2O2 molecule, with ωB97M-V with the def2-TZVPD basis set.

Results
- Net charge: 0
- Frontier orbital gap: 0.4228 hartree
- HOMO energy: -11.2 eV
- Lowest unoccupied orbital energy: 0.2950 eV
- SMILES string: CC(C)(OO)C(C#N)C#N

Each line ends with the natural charge from an NBO analysis.
Cartesian coordinates (Å):
H  2.056  -0.255  0.734  0.234
H  -1.787  0.914  0.144  0.204
H  1.521  1.265  1.433  0.231
C  -0.821  1.290  0.234  -0.643
C  0.115  0.134  0.413  0.293
H  -0.544  1.736  -0.718  0.236
H  -1.218  -1.199  -0.790  0.319
O  -0.217  -0.624  1.613  -0.264
C  -0.054  -0.032  -1.990  0.274
H  -0.793  1.941  1.043  0.227
C  0.672  -1.982  -0.909  0.293
H  1.865  1.221  -0.295  0.239
H  -2.163  -0.612  1.820  0.462
C  1.523  0.633  0.548  -0.639
C  -0.126  -0.768  -0.805  -0.487
N  0.008  0.420  -3.024  -0.266
N  1.428  -2.829  -0.941  -0.268
O  -1.465  -1.253  1.490  -0.445

=====

Arrangement c

Computed, not measured: a 2-piece molecular cluster, C6H8N2O2 overall, with ωB97M-V with the def2-TZVPD basis set.

Results
- Net charge: 0
- Frontier orbital gap: 0.3348 hartree
- HOMO energy: -9.4 eV
- Lowest unoccupied orbital energy: -0.2610 eV
- SMILES string: O=c1cc[nH]c(=O)[nH]1.C=C

Each line ends with the natural charge from an NBO analysis.
Cartesian coordinates (Å):
N  3.735  0.708  -0.063  -0.643
N  2.401  -1.272  -0.479  -0.672
H  2.420  -2.253  -0.456  0.417
O  4.640  -1.311  0.430  -0.577
H  0.427  1.485  0.470  0.247
H  -4.799  1.151  -0.242  0.190
H  -3.558  -0.766  0.108  0.207
C  1.199  -0.507  -0.093  0.626
C  3.717  -0.627  0.042  0.801
C  2.618  1.547  -0.154  0.038
H  2.799  2.696  0.105  0.238
H  -5.117  -1.647  0.522  0.178
H  4.759  1.070  -0.163  0.443
C  1.314  0.977  0.198  -0.343
H  -6.526  0.232  -0.198  0.206
O  0.084  -0.981  -0.192  -0.574
C  -5.433  0.231  -0.085  -0.400
C  -4.682  -0.732  0.250  -0.381

=====

Arrangement d

Computed, not measured: a 2-piece molecular cluster, C6H8N2O2 overall, with ωB97M-V with the def2-TZVPD basis set.

Results
- Net charge: 0
- Frontier orbital gap (alpha / beta): 0.2882 / 0.3087 hartree
- HOMO energy (alpha / beta): -8.9 / -9.2 eV
- Lowest unoccupied orbital energy (alpha / beta): -1.0715 / -0.7781 eV

Each line ends with the natural charge from an NBO analysis.
Cartesian coordinates (Å):
N  -0.531  -1.003  0.425  -0.602
C  -0.406  0.123  -0.188  0.498
H  -2.097  -2.269  -0.345  0.200
H  -3.414  0.239  -0.228  0.204
C  -2.560  -0.222  -0.622  -0.237
C  2.133  0.849  0.074  0.058
C  -1.960  -1.381  0.254  -0.241
H  1.362  -1.293  0.453  0.514
O  2.238  -1.542  0.189  -0.647
O  3.764  -0.379  -0.880  -0.529
H  -2.362  -1.552  1.282  0.199
N  -1.525  0.773  -0.534  -0.691
H  3.222  2.343  1.253  0.241
C  2.749  -0.421  -0.271  0.664
C  2.316  1.976  0.636  -0.472
H  1.547  2.719  0.505  0.229
H  -1.863  1.734  -0.471  0.424
H  -2.611  -0.693  -1.532  0.188

=====

It is arrangement c that is the most stable of them.

=====

Arrangement a

Computed, not measured: a single C8H10O3 molecule, with ωB97M-V with the def2-TZVPD basis set.

Results
- Net charge: 0
- Frontier orbital gap: 0.3358 hartree
- HOMO energy: -8.7 eV
- Lowest unoccupied orbital energy: 0.3913 eV
- SMILES string: CC(=O)C1=C(O)CCCC1=O

Each line ends with the natural charge from an NBO analysis.
Cartesian coordinates (Å):
H  -0.076  2.211  -2.046  0.218
C  1.836  0.880  0.755  -0.528
C  -1.414  -2.168  1.485  -0.757
C  1.013  -0.492  0.908  0.602
H  -2.247  -2.762  1.572  0.238
C  -1.357  -1.773  0.158  0.588
C  0.371  1.346  -1.577  -0.461
O  1.343  -1.428  1.606  -0.561
O  -2.087  -2.128  -0.829  -0.559
C  -0.147  -0.688  -0.127  -0.411
H  2.734  0.624  0.082  0.236
C  1.018  1.795  -0.169  -0.411
H  1.652  2.672  -0.422  0.217
H  1.074  0.798  -2.246  0.229
H  0.187  2.615  0.355  0.202
C  -0.657  0.184  -1.000  0.460
H  -1.654  -1.167  2.078  0.236
O  -1.783  -0.051  -1.583  -0.615
H  -2.012  0.643  -2.357  0.496
H  -0.252  -2.437  1.722  0.315
H  2.456  1.328  1.634  0.264

=====

Arrangement b

Computed, not measured: a single C8H10O3 molecule, with ωB97M-V with the def2-TZVPD basis set.

Results
- Net charge: 0
- Frontier orbital gap: 0.3502 hartree
- HOMO energy: -9.4 eV
- Lowest unoccupied orbital energy: 0.1101 eV
- SMILES string: CC1(C)O[C@@H]2C=CC(=O)[C@H]1O2

Each line ends with the natural charge from an NBO analysis.
Cartesian coordinates (Å):
H  1.663  -0.724  1.900  0.226
C  -0.324  1.646  -0.365  0.293
C  -0.381  -0.476  -0.932  -0.047
O  -0.521  0.799  -1.491  -0.498
H  -0.102  -0.822  1.893  0.223
O  -2.444  -1.713  -0.491  -0.496
H  -3.308  0.516  0.877  0.230
H  0.791  -2.142  1.100  0.222
H  2.238  0.081  -1.654  0.225
H  -1.900  2.372  1.138  0.229
H  2.987  -0.062  -0.099  0.223
H  2.407  -1.514  -1.017  0.210
H  -0.200  -1.209  -1.709  0.218
C  2.198  -0.462  -0.709  -0.627
C  -2.295  0.453  0.428  -0.296
C  0.790  -1.076  1.321  -0.640
C  0.853  -0.288  0.034  0.252
O  0.827  1.172  0.323  -0.529
C  -1.520  1.596  0.457  -0.166
C  -1.819  -0.756  -0.329  0.547
H  0.059  2.609  -0.678  0.203

=====

It is arrangement b that is the most stable of them.